ORCA calculation (ωB97M-V with the def2-TZVPD basis set) on a single C6H9N molecule.

Output
Net charge: 0
Relative energy (zero: lowest compared OMol25 entry of this formula, charge and spin), kcal per mole: 104.25
Electronic energy, eV: -7853.639
Highest occupied orbital energy (alpha / beta), Ha: -0.2493 / -0.2493
LUMO (alpha / beta), Eh: 0.0357 / 0.0357

Structure (XYZ):
```
16
Properties=species:S:1:pos:R:3:forces:R:3:mulliken_charge:R:1
C -0.9383 -0.8217 1.1137 0.09 -0.24 -0.04 -0.486
H 1.0180 0.8878 -1.6163 -0.02 0.05 0.13 0.317
C -0.7379 0.7892 -0.1931 -0.07 0.19 -0.19 -0.347
H 2.0839 0.6722 1.1361 -0.10 0.25 -0.07 0.422
H -0.3494 -2.5429 -0.9083 -0.15 0.07 -0.17 0.305
C 1.1873 0.3826 0.5924 0.25 0.03 0.06 -0.610
H -0.6183 -1.2194 -2.2354 -0.12 0.06 0.07 0.307
H 0.7895 2.2592 -0.4745 -0.03 -0.14 -0.05 0.317
C -0.2467 0.5050 1.2494 0.01 0.09 0.23 -0.325
C 0.6783 1.1793 -0.6176 0.10 0.04 -0.15 -0.606
H -1.6257 1.3641 -0.4679 0.18 -0.20 0.07 0.412
C -0.5966 -1.5298 -1.2026 -0.39 -0.07 -0.02 -0.618
H -0.3999 1.1918 2.0868 0.08 -0.19 -0.20 0.430
H -0.6123 -1.7662 1.5525 -0.21 0.05 -0.02 0.289
H 1.2973 -0.6514 0.2258 0.32 0.27 0.51 0.165
N -0.9293 -0.6995 -0.2409 0.06 -0.27 -0.15 0.029
```
Forces are in eV/Å.